Density functional theory data (the ωB97M-V functional and the def2-TZVPD basis) for C19H22AuN5O4S4 as an isolated structure.

Gap between HOMO and LUMO (spin up / spin down)   8.1 / 5.1 eV
Multiplicity   3
Maximum force   2.27 eV/Å
LUMO energy (spin up / spin down)   -0.37 / -2.95 eV

Last column: Löwdin spin population.
Positions of all 55 atoms, in Å:
Au1 0.46 -0.29 -2.21  0.51
N1 -0.29 1.81 -2.50  0.06
C1 -1.73 1.61 -2.60  0.00
C2 -2.54 2.89 -2.53  0.00
C3 -2.46 3.58 -1.15  0.00
C4 -3.23 2.87 -0.03  0.00
N2 -2.61 1.67 0.50  0.00
C5 -1.74 1.58 1.51  0.00
N3 -1.45 0.37 2.01  0.01
N4 -1.26 2.65 2.14  0.00
C6 -1.91 0.73 -3.92  0.01
O1 -2.78 1.05 -4.70  0.01
O2 -1.08 -0.21 -3.98  0.13
H1 -0.03 2.38 -1.70  0.00
H2 0.06 2.26 -3.34  0.00
H3 -2.03 0.93 -1.80  0.00
H4 -3.57 2.66 -2.77  0.00
H5 -2.17 3.59 -3.29  0.00
H6 -2.90 4.58 -1.26  0.00
H7 -1.43 3.72 -0.85  0.00
H8 -4.21 2.57 -0.41  0.00
H9 -3.40 3.56 0.80  0.00
H10 -2.88 0.79 0.08  0.00
H11 -1.64 -0.45 1.45  0.01
H12 -0.68 0.32 2.67  0.00
H13 -1.39 3.56 1.73  0.00
H14 -0.39 2.48 2.67  0.00
S1 1.77 -2.17 -1.77  0.39
C7 0.59 -3.37 -1.35  0.10
C8 0.98 -4.71 -1.46  0.01
C9 0.08 -5.72 -1.23  0.05
C10 -1.23 -5.43 -0.84  0.03
C11 -1.62 -4.12 -0.69  0.02
C12 -0.73 -3.07 -0.94  0.09
S2 -1.30 -1.46 -0.70  0.39
H15 1.99 -4.91 -1.75  0.00
H16 0.39 -6.75 -1.37  0.00
H17 -1.93 -6.22 -0.67  0.00
H18 -2.62 -3.87 -0.38  0.00
O3 2.60 2.00 4.74  0.00
S3 2.06 0.91 3.99  0.00
O4 1.22 -0.03 4.69  0.00
N5 1.19 1.48 2.68  0.01
C13 1.71 1.05 1.57  0.01
S4 1.10 1.52 0.08  0.11
C14 2.88 0.17 1.68  0.00
C15 3.58 -0.46 0.67  0.00
C16 4.68 -1.23 1.01  0.00
C17 5.09 -1.35 2.33  0.00
C18 4.39 -0.70 3.35  0.00
C19 3.29 0.04 3.00  0.00
H19 3.25 -0.37 -0.35  0.00
H20 5.22 -1.75 0.23  0.00
H21 5.94 -1.96 2.57  0.00
H22 4.71 -0.78 4.38  0.00

---

Density functional theory data (the ωB97M-V functional and the def2-TZVPD basis) for C11H15BN6O2Pt as an isolated structure.

Gap between HOMO and LUMO (spin up / spin down)   9.2 / 3.8 eV
Net charge   +2
Multiplicity   5
Maximum force   3.33 eV/Å
LUMO energy (spin up / spin down)   -6.79 / -12.10 eV

Last column: Löwdin spin population.
Positions of all 36 atoms, in Å:
H1 -2.03 -2.26 -1.04  0.00
N1 -1.53 -0.25 -1.61  0.38
B1 -1.11 2.01 -2.69  0.00
N2 -1.81 0.59 -2.68  0.04
C1 -2.68 -0.05 -3.49  0.16
Pt1 -0.15 0.12 -0.24  1.77
H2 -3.02 0.47 -4.37  0.01
C2 -2.93 -1.33 -2.94  0.16
H3 -3.56 -2.11 -3.30  0.01
C3 -2.17 -1.43 -1.78  0.00
H4 -1.48 2.70 -3.57  0.00
C4 2.29 -0.24 1.80  0.06
H5 2.48 -0.39 2.90  0.00
H6 1.47 0.48 1.57  0.03
H7 3.23 0.29 1.62  0.00
N3 0.46 1.77 -2.72  0.00
N4 -1.41 2.61 -1.26  0.04
N5 1.02 0.98 -1.77  0.09
N6 -1.19 1.81 -0.15  0.40
C5 1.43 2.18 -3.56  0.04
C6 -1.99 3.76 -0.84  0.17
H8 1.10 2.80 -4.39  0.00
H9 -2.25 4.51 -1.57  0.01
C7 2.63 1.65 -3.12  0.01
C8 -2.06 3.71 0.55  0.15
C9 2.35 0.90 -1.98  0.03
C10 -1.53 2.49 0.98  0.00
H10 3.59 1.74 -3.55  0.00
H11 -2.43 4.45 1.23  0.01
H12 3.02 0.35 -1.32  0.00
H13 -1.40 2.09 1.98  0.00
H14 2.34 -1.16 1.24  0.01
O1 -2.13 -1.78 2.70  0.13
C11 -1.25 -1.34 2.00  0.01
O2 -1.49 -0.44 1.07  0.30
H15 -0.21 -1.71 2.12  0.00

---

Density functional theory data (the ωB97M-V functional and the def2-TZVPD basis) for a 2-piece molecular cluster, C2H4BrFO overall.

Gap between HOMO and LUMO   6.9 eV
Maximum force   3.49 eV/Å
LUMO energy   -1.48 eV

Last column: Mulliken charge in e.
Positions of all 9 atoms, in Å:
C1 0.72 0.36 -0.88  -0.72
C2 -0.28 0.27 0.21  0.56
O1 -1.56 -0.03 0.11  -0.44
F1 -0.01 1.02 1.26  -0.16
Br1 0.33 -2.26 1.77  -0.60
H1 0.29 -0.24 -1.69  0.31
H2 1.10 1.38 -1.08  0.31
H3 1.61 -0.25 -0.62  0.28
H4 -2.19 -0.25 0.91  0.47

---

Density functional theory data (the ωB97M-V functional and the def2-TZVPD basis) for a 2-piece molecular cluster, C5H9NO6 overall.

Gap between HOMO and LUMO (spin up / spin down)   5.7 / 7.4 eV
Maximum force   4.53 eV/Å
LUMO energy (spin up / spin down)   -2.58 / -0.83 eV

Last column: Mulliken charge in e.
Positions of all 21 atoms, in Å:
C1 -0.44 1.92 1.18  -1.49
C2 -0.27 0.95 0.07  0.26
C3 -0.24 1.33 -1.24  -0.30
O1 0.08 0.48 -2.24  -0.46
C4 -0.16 -0.55 0.39  0.58
C5 1.27 -1.06 0.91  -0.64
O2 2.23 -1.06 -0.12  -0.27
O3 2.68 0.37 -0.19  -0.37
O4 -0.45 -1.13 -0.75  -0.53
O5 -1.55 -2.76 -0.15  -0.16
N1 -2.68 -2.48 -0.63  0.56
O6 -3.72 -2.87 -0.11  -0.40
H1 -0.47 1.37 2.14  0.36
H2 0.44 2.60 1.18  0.30
H3 -1.36 2.53 1.08  0.37
H4 -0.32 2.39 -1.47  0.39
H5 0.07 0.94 -3.11  0.36
H6 -0.79 -0.78 1.26  0.36
H7 1.60 -0.44 1.76  0.35
H8 1.16 -2.12 1.17  0.40
H9 2.91 0.37 -1.14  0.32

---

Q: Which formula does entry 4 have?
A: C5H9NO6